[1]
This record from the OMol25 dataset describes one molecule with the formula C23H27ClN4O. The level of theory is ωB97M-V/def2-TZVPD.

Each line ends with the Mulliken charge.
Atoms and positions in Å:
C: 0.879 3.606 -3.467  -1.066
C: 0.301 2.412 -3.503  1.031
C: -1.158 2.217 -3.797  -1.115
C: 1.092 1.156 -3.246  -1.050
N: 0.781 0.625 -1.928  0.371
C: 0.844 -0.697 -1.679  -1.013
O: 1.004 -1.545 -2.545  -0.741
C: 0.653 -1.175 -0.226  0.371
C: 1.661 -0.720 0.818  0.696
C: 2.290 -1.670 1.571  -0.197
C: 3.146 -1.336 2.658  -0.926
C: 3.350 -0.041 2.981  -0.336
N: 2.741 0.929 2.231  0.007
C: 2.789 2.301 2.352  -0.357
C: 2.016 2.779 1.333  -0.953
N: 1.492 1.767 0.591  -0.288
C: 1.926 0.646 1.144  -0.113
N: -0.756 -1.071 0.215  0.831
C: -1.210 -2.285 0.894  -1.277
C: -1.541 -3.413 -0.082  1.144
C: -2.685 -3.013 -1.005  -1.541
C: -1.874 -4.680 0.699  -1.651
C: -1.134 0.147 0.860  -0.726
C: -0.963 0.336 2.230  0.266
C: -1.279 1.548 2.821  -1.009
C: -1.775 2.574 2.033  0.347
Cl: -2.142 4.110 2.765  -0.237
C: -1.992 2.394 0.679  -0.985
C: -1.678 1.174 0.102  -0.060
H: 1.939 3.709 -3.268  0.286
H: 0.315 4.514 -3.639  0.287
H: -1.619 1.566 -3.052  0.161
H: -1.696 3.164 -3.819  0.355
H: -1.284 1.724 -4.764  0.315
H: 0.848 0.382 -3.974  0.444
H: 2.163 1.363 -3.329  0.411
H: 0.848 1.262 -1.134  0.155
H: 0.833 -2.241 -0.343  0.940
H: 2.125 -2.715 1.343  0.470
H: 3.626 -2.111 3.236  0.420
H: 3.968 0.297 3.798  0.398
H: 3.357 2.785 3.125  0.472
H: 1.809 3.810 1.097  0.515
H: -0.475 -2.639 1.636  0.183
H: -2.117 -2.032 1.448  0.736
H: -0.660 -3.611 -0.702  0.223
H: -3.597 -2.834 -0.428  0.314
H: -2.442 -2.101 -1.551  0.247
H: -2.895 -3.801 -1.730  0.455
H: -2.746 -4.520 1.339  0.341
H: -2.106 -5.505 0.025  0.421
H: -1.043 -4.990 1.337  0.386
H: -0.557 -0.464 2.836  0.356
H: -1.135 1.704 3.882  0.437
H: -2.400 3.200 0.084  0.446
H: -1.837 1.008 -0.954  0.400

## Properties
Total charge: 0
SMILES: C=C(C)CNC(=O)[C@@H](c1cccn2ccnc12)N(CC(C)C)c1ccc(Cl)cc1
E in eV: -44820.0016
Energy above the lowest of the compared OMol25 structures with the same formula, charge and spin in kcal per mole: 14.4
Kohn-Sham gap in eV: 8.71
2S+1: 1

***

[2]
This record from the OMol25 dataset describes C23H27ClN5O3S4Sr as an isolated structure. The level of theory is ωB97M-V/def2-TZVPD.

Each line ends with the Mulliken spin population.
Atoms and positions in Å:
Sr: -0.604 -0.079 -1.137  0.002
C: 4.995 -0.583 -0.541  0.000
C: 4.409 -1.717 -1.389  0.000
C: 4.305 -1.264 -2.846  0.000
C: 3.086 -2.228 -0.832  0.000
C: 2.861 -2.297 0.539  0.001
C: 1.678 -2.807 1.047  0.000
C: 0.665 -3.267 0.212  0.000
C: -0.572 -3.906 0.790  0.001
C: 0.860 -3.152 -1.166  0.001
C: 2.057 -2.649 -1.672  -0.003
H: 5.910 -0.211 -1.010  0.000
H: 5.254 -0.912 0.468  0.000
H: 4.275 0.234 -0.482  0.000
H: 5.111 -2.563 -1.346  0.000
H: 3.544 -0.487 -2.949  0.000
H: 4.051 -2.088 -3.515  0.000
H: 5.266 -0.858 -3.174  0.000
H: 3.598 -1.914 1.233  0.000
H: 1.526 -2.823 2.122  0.000
H: -0.749 -3.549 1.807  0.000
H: -0.443 -4.992 0.841  0.000
H: -1.447 -3.683 0.182  0.000
H: 0.066 -3.428 -1.850  0.000
H: 2.148 -2.543 -2.743  0.000
N: -2.925 3.583 0.519  0.077
C: -2.376 4.395 -0.476  0.119
C: -1.407 3.648 -1.068  -0.070
N: -1.312 2.414 -0.491  0.161
C: -2.246 2.372 0.475  0.040
C: -2.520 1.289 1.309  0.275
N: -1.868 0.103 1.313  0.186
C: -2.505 -0.654 2.247  -0.096
C: -3.521 0.014 2.850  0.157
N: -3.531 1.321 2.302  0.072
H: -3.698 3.809 1.113  -0.001
H: -2.735 5.391 -0.672  0.017
H: -0.757 3.922 -1.886  0.001
H: -2.189 -1.667 2.449  -0.003
H: -4.222 -0.293 3.608  0.015
H: -4.428 1.712 2.042  0.033
S: 0.047 -0.912 -4.012  -0.001
S: -0.128 1.134 -4.114  0.002
S: 1.743 1.956 -3.757  0.000
S: 2.148 1.537 -1.778  0.002
O: 1.173 0.560 1.292  0.004
N: 0.766 1.631 1.869  0.009
C: 0.990 2.841 1.302  0.010
C: 0.541 3.992 1.914  -0.007
C: -0.159 3.931 3.109  0.003
C: -0.386 2.681 3.668  -0.051
C: 0.081 1.552 3.036  0.007
H: 1.491 2.795 0.339  -0.001
H: 0.720 4.935 1.416  0.013
H: -0.534 4.829 3.581  0.001
H: -0.955 2.561 4.580  0.006
H: -0.091 0.543 3.376  0.015
Cl: -4.815 -3.728 -1.359  0.000
C: -4.370 -2.250 -2.282  0.000
C: -3.139 -1.528 -1.724  -0.003
O: -3.204 -0.279 -1.726  0.000
O: -2.153 -2.217 -1.382  0.004
H: -5.228 -1.587 -2.273  0.000
H: -4.148 -2.571 -3.298  0.000

## Properties
Total charge: -2
E in eV: -94586.0210
Energy above the lowest of the compared OMol25 structures with the same formula, charge and spin in kcal per mole: 0.0
Kohn-Sham gap (spin up / spin down) in eV: 3.86 / 5.22
2S+1: 2

***

> What is the 2S+1 in the first record?

1

***

> E of number 2 (C23H27ClN5O3S4Sr)?

-94586.0210 eV

***

> Which value of energy above the lowest of the compared OMol25 structures with the same formula, charge and spin does entry 2 give?

0.0 kcal per mole

***

> Which formula does entry 1 have?

C23H27ClN4O